The following is a quantum chemistry calculation of an isolated molecule of C3H2N2O2 at a distorted geometry, from OMol25.

Structure (XYZ):
```
9
C3H2N2O2, DFT ωB97M-V/def2-TZVPD
N -1.1979 -1.1742 -1.1185
H 1.9509 0.1951 0.5385
N -1.1782 -0.5920 1.0716
C 0.9751 0.8295 0.3251
C -0.2372 -0.0216 0.5018
C -0.2484 -0.3335 -0.8873
H 0.8901 1.8674 0.5402
O 0.7732 0.5803 -1.1052
O -1.7276 -1.3510 0.1339
```

Values from the calculation:
Molecular weight (g mol⁻¹): 98.06
ΔE to the lowest compared entry with this formula, charge and spin (kcal/mol): 132.3
Lowest unoccupied orbital energy (eV): 0.6
SMILES: C1Oc2nonc21
Net charge: 0

---

The following is a quantum chemistry calculation of a cluster of 8 separate species, C42H83BN3O24P in total at a distorted geometry, from OMol25.

Structure (XYZ):
```
154
C42H83BN3O24P, DFT ωB97M-V/def2-TZVPD
O 11.1034 -6.9107 -1.2449
C 1.4378 -0.4044 -0.4097
H 4.6050 0.3628 -1.1423
H 7.9127 -4.7620 -2.3007
H -3.5032 -3.7630 -2.6717
C 12.7992 -9.6931 -0.0419
H -9.0958 4.7471 9.2239
C -3.3522 -1.9561 -1.4868
H 8.7952 -0.0795 -4.3851
C -2.1311 -1.8962 -0.5437
H -2.7676 4.2016 -3.2572
H 12.3278 -10.6518 0.1516
H 5.3779 -3.4836 -3.3703
O 13.2811 -7.1808 -0.7073
C 7.0033 -5.1646 0.4133
C -5.4293 -3.3804 -1.8030
H 10.4544 -5.1223 -1.9386
H -12.8228 5.8864 5.8759
H -3.1212 -1.4777 -2.4404
H 2.8615 -1.8140 -1.2363
C 7.6030 -0.3933 -0.7671
H -4.1315 3.2021 1.0484
H -18.2612 2.1594 3.7823
H -7.3749 7.9977 5.1954
H -0.1515 -1.7388 -7.0161
H 11.7649 -4.9987 -0.7424
H 9.5048 -2.0534 -5.9105
C -2.9270 3.1782 -2.9205
O -17.8590 0.6911 5.2003
H 12.1106 -5.5104 -2.4127
O 10.3403 -2.6695 -2.2738
C 2.4790 -0.4246 -5.7421
H 0.1329 0.0103 -6.8347
C -18.1241 1.0819 3.8492
B 8.0189 -1.6407 -3.5801
H 4.2264 -2.1210 0.4951
H 6.1988 -3.4971 1.4147
C -12.6787 4.8104 5.9482
H 9.1984 0.6696 -1.4947
C 9.2711 -2.8598 -1.7406
H 5.5121 -1.0394 0.9653
C 0.3246 -0.9735 -6.4111
H -15.5094 2.3721 7.7312
C 0.3938 -1.5396 -0.4617
H 9.7660 -1.3267 1.2566
C -4.9477 2.9678 -4.0399
C -0.9419 -1.1182 -1.1162
C 6.2133 -4.1714 -3.3170
C 7.8925 -2.8201 0.1581
O -3.7304 2.4589 -3.8631
H 5.4387 -1.4876 -1.9570
N 9.0376 -0.0933 -0.8530
H -3.7506 4.6335 0.0680
H 0.7267 4.5927 -1.7073
O -5.3945 3.9391 -3.4856
O -2.2489 3.2036 0.2930
H 13.5791 -9.8053 -0.7926
H 8.3732 -3.3429 -6.3595
C -15.4711 1.2873 7.6533
H 5.4369 -3.0321 -1.1292
C 11.3875 -5.5519 -1.6005
C -3.3675 3.9359 0.8114
N 8.9976 -3.1475 2.7428
O -1.1595 5.1704 0.0734
H -13.5954 4.2925 5.6809
C 7.2570 -1.8763 -0.9504
H -3.5625 -4.0268 -0.9244
C -10.0049 5.0481 9.7411
O -11.1599 4.5392 9.0662
H 1.6807 -0.2121 0.6380
C 7.8543 -2.5266 -2.2527
H -5.7634 -2.5438 -2.4204
H 6.1178 -5.0988 -3.8679
O -4.7968 8.2944 4.6427
C 8.8000 -2.7940 -5.5231
C 4.9025 -1.3501 0.1145
H -1.9760 2.6555 -2.8707
H 7.0621 0.1539 -1.5399
H -0.0540 -1.0147 -5.3915
C -6.9673 7.0340 5.4940
H 9.3914 0.1995 0.0467
H 7.2109 -0.0304 0.1843
O -5.5906 2.2172 -4.9346
H -11.8707 4.4968 5.2905
H -17.3111 0.7731 3.1950
H 1.3823 4.3916 -0.0620
C -3.9014 -3.3751 -1.7319
C -3.2497 7.3261 2.7220
O -16.0057 1.9804 5.1534
H -3.0806 4.4726 1.7123
O -12.4010 4.4308 7.3026
H -2.4311 -1.4221 0.3928
H -1.8031 -2.9152 -0.3219
C -6.9232 2.6547 -5.2192
H 13.2279 -9.2963 0.8764
O -6.1446 6.4907 4.4547
H 9.8656 -3.6151 0.0751
O 1.7253 -1.2707 -6.4408
H 7.6847 -1.1074 2.1314
C 7.3083 -3.9152 -2.6123
H -7.3122 1.9558 -5.9532
C 5.7249 -1.9913 -1.0262
O -0.2512 3.1879 -0.5224
O -16.6246 0.7869 6.9693
H 6.0887 -5.7148 0.2176
H 3.7562 0.4920 0.3944
H -0.8635 -1.3371 -2.1842
P 8.6422 -2.0470 1.6890
H -2.5349 7.4451 3.5343
C -1.2133 3.9726 -0.0417
H 4.4272 0.0297 -4.0678
H 0.7822 -2.3760 -1.0467
H 5.6561 -0.3929 -5.2860
C 4.6657 0.0273 -5.1315
H 4.6351 1.0440 -5.5196
O 11.7574 -8.8380 -0.5217
H -15.4964 0.8478 8.6456
C -16.7558 1.2269 5.7200
C -11.2988 4.9725 7.8133
H -7.5347 2.6298 -4.3193
H -2.8111 6.7130 1.9394
H -6.3972 7.1438 6.4146
H -3.5069 8.3025 2.3161
O -10.5519 5.7265 7.2435
H -5.8473 -3.2340 -0.8063
H -14.5594 0.9859 7.1411
H -1.0784 -0.0454 -0.9679
N 9.0533 -3.4453 -0.5057
C 2.7630 -0.7313 -1.1246
C 4.0264 -0.2013 -0.4042
H -19.0409 0.5720 3.5700
H 9.9789 -3.1545 2.9887
H -3.3982 3.1740 -1.9418
H -5.8243 -4.2982 -2.2371
H -10.0480 6.1334 9.8083
H -4.1618 -1.3786 -1.0323
H 9.3296 -3.4934 -4.8726
C 12.1576 -7.5997 -0.8153
C 6.9453 -3.8617 0.7099
O 7.7264 -2.1577 -4.8287
C 0.9410 3.8788 -0.9143
O -4.4171 6.6278 3.1658
H -7.7753 6.3242 5.6437
H -10.0287 4.6124 10.7351
O 2.0784 0.5253 -5.1182
H 1.6182 3.1119 -1.2792
H 2.7272 -0.3231 -2.1381
H 1.0042 0.5044 -0.8282
O 8.4502 -0.3430 -3.5258
H -6.9157 3.6623 -5.6305
O 3.7508 -0.8097 -5.8434
H 0.1936 -1.9090 0.5463
C -5.0920 7.2422 4.1388
H 7.9465 -5.6990 0.3961
```

Values from the calculation:
Molecular weight (g mol⁻¹): 1055.91
ΔE to the lowest compared entry with this formula, charge and spin (kcal/mol): 0.0
Lowest unoccupied orbital energy (eV): 0.3
SMILES: C=C[C@@]1([PH2]=N)NC(=O)[C@](C=C)(B(O)OC)[C@@]1(CN)CCCCCCCCCCC.COC(=O)OC.COC(=O)OC.COC(=O)OC.COC(=O)OC.COC(=O)OC.COC(=O)OC.COC(=O)OC
Net charge: 0

---

The following is a quantum chemistry calculation of a cluster of 13 separate species, C40H92O20S13 in total at a distorted geometry, from OMol25.

Structure (XYZ):
```
165
C40H92O20S13, DFT ωB97M-V/def2-TZVPD
S -4.5688 2.2877 -3.8473
H 3.5152 2.5557 5.5397
O 3.3750 1.6602 1.6448
S -2.8125 -4.2478 1.8957
H 3.7250 5.0742 -4.4809
O 0.0444 2.9981 -3.5470
O -7.6166 0.1677 -3.4934
H -1.9185 -1.0700 -4.7845
H 0.8692 -2.5427 -6.0680
S 4.3468 -3.1737 2.9201
O -2.0900 -5.4251 1.4365
H -5.4387 -3.1058 -1.6602
H 0.0747 -3.7339 -1.3513
C -3.6046 3.5036 -4.6091
H -6.5234 2.0523 -5.2041
C -1.4158 -1.5269 0.0096
O -0.2866 -2.1453 -2.8320
H -3.4294 4.2520 -3.8656
H 5.6098 2.2863 -0.9283
H -2.6552 3.2079 -4.9020
C -5.7521 -1.7180 -3.3322
H -2.2007 -1.8422 0.7009
H 4.0843 -3.7134 -2.7272
C -1.9779 1.7520 5.8824
H -0.1730 2.6335 6.8680
C 1.7295 4.5794 -5.1071
H 1.4391 0.7380 -0.1528
H 0.1062 2.3974 1.4258
H -6.6597 4.5466 -5.7899
S 0.3342 -1.4651 -4.0244
H -6.8453 -0.8096 -0.2931
C -2.1001 -4.0629 4.3797
O -0.2339 2.8570 -5.9474
H 2.0801 5.2881 3.0465
C 0.4137 -4.5467 -0.7002
H 1.1505 -0.8789 -0.9609
H -5.0109 -4.4111 2.7939
C 2.0916 -5.6846 1.0644
S 2.2137 -4.6823 -0.4407
H 0.6078 -0.0853 7.1690
H -6.7540 2.7127 -3.5949
S 4.6334 1.3343 0.8883
H -0.9452 0.3184 8.0274
C 4.6025 2.3149 -0.6007
H -1.6785 -5.1288 4.3822
H 4.3460 3.3551 -0.3375
H -3.9854 -5.8804 3.3089
H -4.4687 3.6089 -6.6710
H 5.8739 2.0057 2.8193
S -0.0223 -0.9432 0.9356
C -0.2846 3.3758 1.1751
H 1.0087 -3.5801 -4.6893
C -2.2130 0.4767 5.1147
C 0.6872 4.1151 0.1799
O -4.2846 0.9536 -4.4047
H 6.5619 -1.0589 -1.1331
H 5.5747 3.4887 1.6759
C -4.0775 -4.8013 3.1855
H -4.0372 -2.4878 -2.4023
S 0.6675 3.0598 -4.8664
H -0.5486 -3.4618 2.7694
H 1.9094 1.2836 -5.7735
H 1.0094 -0.1348 3.9267
H 5.7483 -3.5163 4.7821
C -0.5309 1.6965 6.3220
O 3.6704 -0.3644 -1.9514
H 3.9557 1.9173 -1.3439
S 4.2872 -1.6587 -1.6478
C -1.5853 -3.4196 3.0572
O -3.4872 -3.3675 0.9891
C 0.3726 -2.8229 -5.1581
H -4.0185 5.0955 -5.8800
H 1.1072 5.3816 -4.6804
C 1.6562 4.5617 2.3744
H 4.5067 -4.4367 5.0075
H -2.1232 -0.6727 -1.7783
O -4.5012 2.3905 -2.4004
H 1.8664 2.2419 4.8574
H -0.6606 -3.1987 -5.1900
H -5.8224 4.9351 -4.2558
O -8.1434 -1.8185 -2.2891
H -3.8816 -2.9015 4.6093
O 0.9415 -1.9084 1.3051
H -4.2219 -0.3064 -1.5935
H -2.2849 2.6100 5.2482
H 2.1056 3.6173 2.5962
O 4.8307 -4.4119 2.2459
H 0.0402 1.6077 5.4258
H 2.0465 1.2045 -3.9882
C -5.0021 -2.1877 -2.1003
H 2.3471 -0.1216 2.8875
H -1.6182 -3.5101 5.1614
H 0.0973 -4.3222 0.3582
H 6.9213 2.3392 1.4111
H 0.1368 4.9658 -0.2986
C -3.5876 -3.9887 4.4719
H 2.1263 -1.5280 4.0076
H -4.5861 -1.3251 -0.1441
C -1.7365 -0.3023 -0.8409
H -1.2124 -2.4110 -0.5979
H -1.3022 3.3310 0.8087
H -2.5260 0.2235 -0.4454
H -1.1195 0.4718 -4.3276
C 2.9081 2.0562 4.7565
C 3.0378 4.2281 -4.3502
C 4.7084 -3.3964 4.6908
H 1.7334 -5.1318 1.9149
H 3.2362 2.1690 3.7452
C 5.8944 2.3747 1.7495
H -1.6483 0.5248 4.1712
H 6.5396 -2.5854 -1.9364
H -6.2129 -2.3967 -4.0956
H -0.4793 1.4837 -0.4226
C -6.3500 -0.3373 -1.1163
C -4.9280 -0.9177 -1.1183
H -5.1800 -1.0116 -3.9839
H 1.8474 4.7614 -6.1940
C -4.4417 4.1131 -5.7011
O -0.4808 -0.0232 1.9971
H 6.4016 -0.9548 -2.8612
H -6.4349 0.7077 -1.1554
H 3.1234 -6.0409 1.1887
S -0.0636 4.3554 2.5883
C 1.9094 4.7491 0.9499
O -0.2873 3.6389 3.7945
S 3.0481 0.2949 5.1873
C -5.8804 4.2087 -5.0839
H -3.9364 -4.5115 5.3028
C -0.3972 0.3769 7.0679
H -2.6074 1.8892 6.7880
C 5.6276 -1.9407 2.4880
C -0.4651 0.5504 -1.0804
H -3.2579 0.1329 4.9875
H 3.8669 2.7824 -5.8232
S -7.1492 -0.9181 -2.6363
H 4.3624 -2.5502 5.2845
C 0.7078 -0.0299 -0.3969
H 3.8941 -2.4412 -4.0086
H -0.6424 -0.2859 -5.7805
H 2.5950 -2.6783 -2.7338
H 4.1669 2.4014 -4.0083
O -2.2491 -1.4431 6.9833
C 3.4199 2.7651 -4.8004
C 6.1271 -1.5619 -2.0193
O -0.6223 5.6815 2.5423
H 0.9152 3.4683 -0.6909
H 5.4559 -0.9135 2.8453
H -0.3551 0.8465 -2.1485
H 1.7986 5.8380 0.6838
C 2.0763 1.8287 -4.8526
H 5.6548 -2.0553 1.4199
O 4.5145 0.0019 4.9550
C 2.0327 -0.4735 3.8709
H 2.9231 4.2498 -3.2743
C -0.9468 -0.5403 -4.8079
H -1.8918 -2.3738 3.0451
C 3.7088 -2.7403 -2.9768
O -0.4610 -1.4651 5.1260
H 0.1229 -5.4504 -1.0935
H 6.4950 -2.4248 2.8077
O 2.7460 -5.5673 -1.5076
S -1.3327 -0.8065 6.0604
H 2.8638 4.3123 0.6619
H 1.4887 -6.5970 0.8481
C -6.1349 2.7907 -4.5009
```

Values from the calculation:
Molecular weight (g mol⁻¹): 1310.03
Lowest unoccupied orbital energy (eV): -0.2
Net charge: 0

---

The following is a quantum chemistry calculation of a cluster of 2 separate species, CH5NO in total at a distorted geometry, from OMol25.

Structure (XYZ):
```
8
CH5NO, DFT ωB97M-V/def2-TZVPD
H 3.3763 0.3142 -0.3112
H -0.1032 -0.2302 0.0071
C -1.1158 0.3363 0.0369
H 2.0419 0.6935 0.4733
H -1.1140 1.3971 -0.0145
N 2.4181 -0.1020 -0.0823
H 2.5589 -0.9300 0.4553
O -2.1239 -0.3186 -0.0320
```

Values from the calculation:
Molecular weight (g mol⁻¹): 47.06
ΔE to the lowest compared entry with this formula, charge and spin (kcal/mol): 19.6
Lowest unoccupied orbital energy (eV): 0.8
SMILES: C=O.N
Net charge: 0

---

The following is a quantum chemistry calculation of a structure of composition C12H28LiO4, from OMol25.

Structure (XYZ):
```
45
C12H28LiO4, DFT ωB97M-V/def2-TZVPD
H 3.2221 0.2367 0.2479
O -0.7154 -0.0856 0.9986
H -2.5167 1.7533 -2.2630
H -1.0807 0.5261 3.6652
H -0.9185 4.2922 -1.6091
C -2.1063 0.2778 1.1853
H 3.5735 2.2122 0.9925
H -2.5383 4.1896 -2.2686
H 0.3384 -2.5839 -2.5337
H -2.1680 1.3547 1.3457
H 2.6288 -2.8157 -0.7150
C -1.7856 2.2931 -1.6587
H -1.2268 -1.1752 4.0766
O -0.5609 1.5193 -1.6224
H 1.8138 2.5381 0.9034
C 0.8899 -3.9278 0.0285
C -0.0804 -2.3696 -1.5448
H -0.6661 -4.4570 -1.4254
C 1.7268 -2.6525 -0.1144
C -0.2560 -0.7958 2.1743
H 0.7872 -0.5397 2.3465
H 1.9819 2.6862 -1.5619
H -3.4144 -0.0354 2.8923
C -1.5736 3.6843 -2.2376
C -2.5406 -0.4812 2.4184
H 3.7244 2.3926 -1.4769
H -1.2364 -3.4588 -0.0777
C -0.4136 -3.6284 -0.7696
H 0.6572 -4.1835 1.0576
H 2.9788 3.8936 -0.7899
C 2.8775 2.8218 -0.9471
H -0.2312 1.5089 -2.5285
C -1.2552 -0.4703 3.2489
Li 0.6359 0.3894 -0.5630
H -2.1449 2.3619 -0.6394
H -0.2939 -1.8712 1.9508
C 2.6752 2.1216 0.3859
H 2.0705 -2.2218 0.8289
O 2.3855 0.7045 0.1976
H -0.9324 -1.7007 -1.6748
H -2.6846 -0.0020 0.3030
H 1.4114 -4.7660 -0.4288
H -2.8113 -1.5131 2.1821
O 0.8940 -1.6709 -0.7500
H -1.1212 3.6482 -3.2294
```

Values from the calculation:
Molecular weight (g mol⁻¹): 243.29
ΔE to the lowest compared entry with this formula, charge and spin (kcal/mol): 0.0
Lowest unoccupied orbital energy (eV): -2.4
Net charge: +1